{"formula": "C4H11O", "method": "the ωB97M-V functional and the def2-TZVPD basis", "max_force_ev_per_a": 4.169, "relative_energy_ev": 2.120, "homo_lumo_gap_ev": 6.357, "charge": -1, "species": ["C", "O", "H", "H", "H", "C", "C", "C", "H", "H", "H", "H", "H", "H", "H", "H"], "coordinates": [[2.2212, 1.5867, -1.0612], [1.2687, 0.5689, -1.3341], [2.3292, 2.4888, -1.7385], [3.3174, 1.3310, -0.9995], [1.9634, 2.1334, -0.0987], [-0.9163, 0.5296, 0.7373], [-0.5023, -0.7535, 0.0543], [-1.5172, -2.0132, 0.4589], [-0.2030, 1.3422, 0.4480], [-1.8858, 0.9406, 0.6146], [-0.8359, 0.3018, 1.8215], [-0.6132, -0.5239, -1.0529], [0.2432, -1.3323, 0.5286], [-1.0619, -2.8655, -0.2156], [-2.4849, -1.5062, 0.2314], [-1.3225, -2.2284, 1.6059]], "atomic_forces_ev_per_a": [[-1.2, -0.3, 0.1], [2.3, 2.1, -0.1], [-0.6, -0.5, -0.4], [-0.5, -0.6, 0.3], [0.4, -0.4, -0.1], [2.5, 0.0, 1.6], [-3.9, -1.2, -0.8], [1.6, 1.3, -0.2], [-0.4, -0.8, 0.3], [-1.3, -0.2, -0.7], [0.0, 0.6, -0.1], [1.2, -1.1, 1.3], [2.6, 1.1, -0.6], [-1.8, 1.4, 1.4], [0.0, -1.7, 0.2], [-0.8, 0.3, -2.3]], "mulliken_charge": [-0.703, -0.776, 0.169, 0.179, 0.154, -0.906, -0.202, -1.041, 0.116, 0.351, 0.235, 0.262, 0.346, 0.255, 0.322, 0.241]}


{"formula": "C10H21ClINO3PTi", "method": "the ωB97M-V functional and the def2-TZVPD basis", "max_force_ev_per_a": 5.554, "relative_energy_ev": 2.035, "homo_lumo_gap_ev": [4.929, 4.933], "charge": 3, "species": ["C", "C", "H", "H", "H", "O", "I", "Ti", "P", "C", "C", "H", "H", "H", "C", "H", "H", "H", "H", "H", "H", "C", "O", "Cl", "C", "N", "C", "C", "C", "O", "H", "H", "H", "H", "H", "H", "H", "H", "H"], "coordinates": [[-1.5475, -3.3901, 0.9731], [-0.6927, -3.1958, -0.2816], [-1.9705, -4.4007, 0.9589], [-2.4835, -2.7416, 1.0030], [-0.9609, -3.3136, 1.9102], [-0.4775, -4.1184, -1.0722], [-2.3956, -0.6080, 3.6447], [-1.4572, -0.9510, 1.2943], [0.3168, -1.2011, -2.0451], [2.0782, -1.2345, -2.3423], [-0.5837, -2.0885, -3.3161], [-0.8424, 0.7174, -1.1878], [-0.8449, 0.6714, -2.9713], [0.6349, 1.1692, -2.1051], [-0.2345, 0.5024, -2.0748], [-1.6496, -2.1147, -3.0544], [-0.4730, -1.5751, -4.2827], [2.2927, -0.9198, -3.3770], [2.4642, -2.2513, -2.1845], [-0.2065, -3.1155, -3.3962], [2.5798, -0.5339, -1.6567], [-0.0652, -1.8832, -0.3736], [0.4122, -1.4259, 0.7890], [-3.1371, -0.5300, -0.1373], [1.6297, 3.5601, 1.7670], [0.4526, 2.8151, 1.3328], [-0.3782, 3.4093, 0.2886], [0.1664, 1.6120, 1.8236], [0.8786, 1.1360, 3.0432], [-0.7379, 0.9193, 1.2293], [1.6662, 4.4874, 1.1921], [2.5518, 2.9865, 1.5929], [1.5803, 3.8015, 2.8377], [-0.1783, 2.9739, -0.6997], [-1.4469, 3.3069, 0.5148], [-0.1217, 4.4715, 0.2737], [0.3233, 0.3313, 3.5407], [1.8805, 0.7700, 2.7761], [0.9775, 1.9515, 3.7728]], "atomic_forces_ev_per_a": [[-0.2, 0.1, 0.1], [-1.8, -4.3, 0.0], [0.0, 0.1, 0.0], [0.4, -0.7, -0.2], [-0.1, -0.1, -0.2], [0.1, 3.1, 1.5], [0.3, -0.7, -1.2], [-2.6, 4.3, 2.5], [0.4, 1.0, -2.1], [0.6, -0.3, 0.6], [-0.2, -0.7, 0.4], [0.1, 0.2, -0.3], [0.1, -0.1, 0.2], [-0.1, -0.2, 0.1], [-0.2, 0.4, 0.4], [0.1, 0.0, -0.1], [0.2, 0.1, 0.3], [-0.3, -0.1, 0.2], [0.0, 0.2, -0.1], [-0.1, 0.2, -0.1], [-0.1, -0.3, -0.2], [3.9, 1.1, 2.1], [-1.6, -1.3, -4.7], [1.4, -0.6, 0.8], [0.6, 0.3, 0.5], [-0.6, -1.8, 0.3], [-0.3, 0.4, -0.4], [1.1, 2.1, 0.0], [0.0, -0.2, 0.2], [-1.1, -2.1, -0.3], [0.1, -0.2, 0.2], [-0.3, 0.2, 0.0], [-0.1, 0.0, -0.3], [0.0, 0.2, 0.3], [0.3, -0.1, 0.0], [-0.3, -0.2, -0.2], [0.2, 0.2, -0.3], [-0.1, 0.1, 0.2], [0.1, -0.2, -0.3]], "mulliken_charge": [-1.149, 0.619, 0.466, 0.443, 0.584, -0.362, 0.157, -0.119, 0.972, -1.318, -1.337, 0.197, 0.492, 0.472, -1.070, 0.462, 0.470, 0.445, 0.440, 0.465, 0.468, 0.977, -0.541, -0.119, -0.880, 0.108, -0.871, 0.982, -1.340, -0.092, 0.319, 0.364, 0.346, 0.215, 0.319, 0.430, 0.204, 0.346, 0.435]}


{"formula": "C6H9N4", "method": "the ωB97M-V functional and the def2-TZVPD basis", "max_force_ev_per_a": 2.882, "relative_energy_ev": 2.179, "smiles": "[H]/N=C(/C)n1cnccc1=[NH2+]", "homo_lumo_gap_ev": 9.909, "charge": 1, "species": ["C", "C", "C", "C", "C", "C", "N", "N", "N", "N", "H", "H", "H", "H", "H", "H", "H", "H", "H"], "coordinates": [[-2.2942, -0.7787, -0.2475], [-2.9550, 0.4400, -0.2013], [-0.9753, 1.5327, -0.1313], [-0.9167, -0.8314, -0.2644], [1.1869, 0.7000, -0.3379], [1.9422, 0.7384, 0.8973], [-2.2558, 1.5957, -0.1212], [1.6539, 1.2252, -1.3971], [-0.2859, 0.4088, -0.2789], [-0.2216, -1.9514, -0.3419], [-2.6421, -1.7499, -0.1313], [-4.0049, 0.4704, 0.0144], [-0.2861, 2.3075, -0.0651], [2.9547, 0.4991, 0.7809], [1.9710, 1.6627, 1.4517], [1.7718, 0.0428, 1.6590], [0.9206, 1.5446, -2.1200], [-0.6566, -2.8315, -0.3199], [0.7651, -2.0742, -0.3969]], "atomic_forces_ev_per_a": [[0.1, 1.2, 0.2], [1.5, -1.0, 1.1], [-1.3, -1.0, -0.5], [1.6, 2.3, -0.7], [-0.2, 0.9, -2.3], [0.8, -0.5, 1.4], [-1.1, 0.7, 0.0], [-1.7, 0.5, -0.1], [1.1, -2.2, 0.5], [0.6, 0.0, 0.1], [-1.9, -1.3, -0.1], [-0.5, 0.2, -0.5], [0.2, 2.3, 0.2], [1.7, 0.1, -1.1], [-0.5, 0.9, -0.4], [-1.5, -1.5, 1.0], [1.3, -1.4, 1.1], [-1.1, -0.9, 0.0], [0.7, 0.8, 0.0]], "mulliken_charge": [-0.662, -0.269, 0.157, 0.925, 0.150, -1.265, -0.510, -0.474, 0.009, -0.337, 0.413, 0.398, 0.516, 0.463, 0.325, 0.434, 0.324, 0.195, 0.208]}


{"formula": "C3H7N2OS", "method": "the ωB97M-V functional and the def2-TZVPD basis", "max_force_ev_per_a": 7.835, "relative_energy_ev": 6.352, "smiles": "C=CCS[N+](N)=O", "homo_lumo_gap_ev": [7.347, 7.348], "charge": 1, "species": ["C", "C", "C", "N", "N", "O", "S", "H", "H", "H", "H", "H", "H", "H"], "coordinates": [[-1.9133, 0.3549, 0.9639], [-1.8573, -0.0753, -0.2824], [-0.6654, -0.7437, -1.0331], [2.7776, 0.2273, 0.5153], [1.6171, 0.0255, -0.0573], [1.1836, 1.1270, -0.7226], [0.6695, -1.3526, 0.0018], [-2.7608, 0.6494, 1.5481], [-0.9799, 0.6032, 1.6195], [-2.6896, -0.2014, -0.9538], [-0.4067, 0.0755, -1.7833], [-1.1974, -1.4985, -1.4573], [3.3099, 1.0783, 0.2498], [2.9128, -0.2696, 1.3914]], "atomic_forces_ev_per_a": [[2.3, 1.0, 1.4], [0.8, -0.9, 0.4], [-0.4, 4.7, 1.2], [-0.1, -1.0, 0.5], [-1.4, 7.1, -3.1], [1.9, -4.9, 2.4], [0.1, 0.1, -0.4], [-0.8, 0.2, -0.5], [-1.3, -1.1, -1.4], [-0.7, 0.3, 0.3], [0.6, -1.7, 0.7], [-0.4, -3.0, -1.5], [-0.9, -0.6, 0.3], [0.5, 0.0, -0.2]], "mulliken_charge": [-0.676, 0.021, -0.532, -0.500, 0.774, -0.438, 0.238, 0.306, 0.085, 0.312, 0.345, 0.459, 0.314, 0.291]}


- Which of these has the lowest charge?
  C4H11O